[1]
Below is 3 unconnected molecules or ions with the total composition C5H14O2, with properties calculated with ωB97M-V/def2-TZVPD.

Summary:
ΔE to the lowest compared entry with this formula, charge and spin   0.973 eV
Net charge   0
SMILES   C=C(C)CC.O.O

CARTESIAN COORDINATES (ANGSTROEM)
C (-1.373, 0.424, 1.230)
H (0.304, -2.507, -1.292)
H (-2.279, 0.181, 1.875)
O (-0.040, 2.924, -1.604)
H (-0.362, 3.800, -1.387)
C (0.995, -2.110, -0.567)
H (-1.093, -2.951, 0.546)
O (2.340, 1.809, -0.404)
H (0.210, -0.063, -0.970)
C (0.424, -0.717, -0.127)
H (1.106, -2.618, 0.376)
H (-0.825, 2.408, -1.823)
H (1.926, -2.103, -1.130)
H (1.616, 2.444, -0.407)
H (1.147, -0.247, 0.547)
H (-2.404, -2.038, 1.517)
H (-1.782, 1.121, 0.515)
H (-0.747, 0.901, 1.986)
C (-0.821, -0.872, 0.732)
H (3.202, 2.217, -0.459)
C (-1.546, -2.004, 0.845)

[2]
Below is 3 unconnected molecules or ions with the total composition C5H14O2, with properties calculated with ωB97M-V/def2-TZVPD.

Summary:
ΔE to the lowest compared entry with this formula, charge and spin   0.886 eV
Net charge   0
SMILES   CC=C(C)C.O.O

CARTESIAN COORDINATES (ANGSTROEM)
H (3.191, 0.230, 1.427)
H (-1.068, 0.015, 3.184)
O (3.124, 0.942, 0.765)
H (-1.256, -1.640, 3.054)
H (0.071, 0.986, 1.119)
O (0.887, 1.527, -3.806)
H (-0.253, -0.878, -1.292)
H (-2.004, -1.602, -0.741)
C (-1.265, -0.686, 1.088)
C (-1.981, -1.790, 0.327)
H (1.220, -0.097, -0.785)
H (-1.498, -2.741, 0.553)
H (-3.025, -1.799, 0.647)
H (1.841, 1.475, -4.031)
H (-0.064, 0.884, -1.486)
H (-2.628, -0.481, 2.750)
H (3.668, 1.542, 1.258)
C (-0.444, 0.222, 0.550)
C (0.138, 0.027, -0.847)
C (-1.581, -0.727, 2.551)
H (0.704, 2.292, -3.283)

[3]
Below is 3 unconnected molecules or ions with the total composition C5H14O3, with properties calculated with ωB97M-V/def2-TZVPD.

Summary:
ΔE to the lowest compared entry with this formula, charge and spin   2.723 eV
Net charge   0
SMILES   C=CCCCO.O.O

CARTESIAN COORDINATES (ANGSTROEM)
C (1.754, 1.226, 1.398)
H (-1.465, -0.845, -1.012)
H (0.974, -0.318, -1.593)
H (-0.074, 1.315, -2.141)
H (-1.168, 0.536, 0.229)
O (-4.501, 2.104, 1.171)
C (1.387, 1.197, -0.051)
H (3.001, 1.875, 2.907)
H (3.387, 2.423, 1.293)
H (-0.113, -6.028, -1.628)
H (1.232, 0.564, 2.083)
H (-4.078, 2.120, 2.133)
H (1.107, -5.446, -1.144)
O (0.635, -6.266, -1.210)
H (2.305, 1.372, -0.602)
H (0.911, -0.910, 0.069)
C (-0.807, 0.091, -0.638)
O (-0.919, 0.960, -1.698)
C (2.784, 1.861, 1.913)
C (0.747, -0.149, -0.540)
H (0.764, 2.066, -0.142)
H (-3.689, 1.526, 0.952)

[4]
Below is 4 unconnected molecules or ions with the total composition C5H14O3, with properties calculated with ωB97M-V/def2-TZVPD.

Summary:
ΔE to the lowest compared entry with this formula, charge and spin   1.105 eV
Net charge   0
SMILES   C=C/C=C/C.O.O.O

CARTESIAN COORDINATES (ANGSTROEM)
H (1.763, -1.036, 3.473)
C (-1.003, 0.057, 1.123)
C (0.708, -1.096, -0.134)
H (-1.186, 2.107, 1.809)
H (2.645, -1.917, -0.536)
O (-2.079, 0.652, -1.985)
H (-2.418, 0.816, -1.091)
H (0.720, 0.725, -2.807)
O (0.909, -1.298, 3.153)
H (0.123, 1.884, -2.147)
H (0.736, 0.975, 0.152)
H (1.935, -1.143, -1.995)
H (-1.437, -0.929, 1.263)
H (0.187, -2.011, 0.124)
C (-1.566, 1.100, 1.748)
C (2.005, -1.119, -0.913)
C (0.264, 0.039, 0.434)
O (0.675, 1.685, -2.880)
H (-2.594, -0.114, -2.261)
H (2.542, -0.194, -0.692)
H (1.022, -2.132, 2.687)
H (-2.471, 0.807, 2.266)

[5]
Below is 3 unconnected molecules or ions with the total composition C5H14O3, with properties calculated with ωB97M-V/def2-TZVPD.

Summary:
ΔE to the lowest compared entry with this formula, charge and spin   1.718 eV
Net charge   0
SMILES   C=CCCCO.O.O

CARTESIAN COORDINATES (ANGSTROEM)
C (0.963, 0.776, -1.197)
H (1.193, -1.333, -2.237)
C (-0.401, -0.803, 0.406)
H (1.154, 0.507, 1.011)
H (2.109, -1.831, -3.368)
H (-0.128, 0.934, -2.799)
H (1.783, 0.287, -1.748)
H (-0.730, -1.237, -0.421)
H (0.361, 2.584, 2.113)
H (-3.262, -0.171, 2.351)
H (-0.432, 1.381, 2.445)
H (-2.107, -1.526, 2.407)
O (0.468, 1.699, 2.540)
H (-1.981, 0.781, 0.372)
H (-0.218, -1.681, 1.039)
O (-0.262, 0.688, -1.875)
H (1.393, 1.706, -0.976)
H (1.659, -0.824, 0.153)
C (0.909, -0.082, 0.115)
C (-2.312, -0.590, 1.958)
O (1.408, -1.215, -3.223)
C (-1.568, -0.052, 0.934)

[6]
Below is 3 unconnected molecules or ions with the total composition C5H14O3, with properties calculated with ωB97M-V/def2-TZVPD.

Summary:
ΔE to the lowest compared entry with this formula, charge and spin   1.823 eV
Net charge   0
SMILES   C=CCCCO.O.O

CARTESIAN COORDINATES (ANGSTROEM)
H (0.380, 2.300, 1.348)
C (0.145, -0.798, -1.175)
C (0.153, 0.148, 1.174)
H (0.912, -1.837, -2.890)
H (0.162, -2.004, 0.568)
H (-2.712, 1.297, 1.084)
O (-0.927, 1.856, -0.174)
H (1.045, 1.675, -0.024)
O (-3.249, 0.520, 1.124)
H (-3.816, 0.380, 1.936)
H (-1.261, -1.192, 0.369)
H (3.023, -0.159, -1.495)
C (0.479, -1.887, -1.882)
H (-0.748, 0.181, 1.910)
H (1.106, -0.104, 1.641)
C (-0.205, -0.982, 0.216)
H (2.810, 0.401, -0.135)
C (0.191, 1.543, 0.603)
H (-1.626, 1.065, -0.346)
H (0.500, -2.971, -1.494)
O (3.530, 0.375, -0.766)
H (0.107, 0.194, -1.590)

| no. | calculated total energy (a.u.) | orbital gap (eV) |
| --- | --- | --- |
| 1 | -349.3400 | 9.60 |
| 2 | -349.3432 | 9.27 |
| 3 | -424.5061 | 10.37 |
| 4 | -424.5656 | 9.31 |
| 5 | -424.5431 | 10.14 |
| 6 | -424.5393 | 10.26 |